C78H144F18N8O26S6 | ωB97M-V with the def2-TZVPD basis set

Positions of all 280 atoms, in Å:
C: 19.018 19.874 16.231
C: 18.717 18.395 16.684
C: 19.987 17.694 17.226
C: 20.429 18.122 18.668
C: 19.263 17.766 19.628
C: 18.023 18.566 19.338
N: 17.656 18.497 17.855
O: 16.359 18.886 17.499
C: 18.188 20.052 19.610
C: 16.884 17.976 20.191
C: 18.137 17.453 15.589
H: 19.760 19.922 15.433
H: 19.425 20.437 17.071
H: 18.160 20.505 15.995
H: 20.808 17.779 16.515
H: 19.897 16.616 17.361
H: 20.747 19.164 18.710
H: 21.386 17.680 18.943
H: 19.676 17.987 20.612
H: 19.201 16.683 19.738
H: 18.218 20.199 20.690
H: 17.422 20.720 19.214
H: 19.139 20.497 19.318
H: 17.066 18.424 21.168
H: 16.977 16.904 20.364
H: 15.878 18.284 19.905
H: 17.149 17.737 15.226
H: 18.086 16.415 15.915
H: 18.770 17.513 14.703
C: 10.087 12.867 20.211
C: 11.381 13.674 20.060
C: 11.559 13.879 18.517
C: 12.635 14.938 18.238
C: 12.223 16.284 18.837
C: 12.079 16.246 20.411
N: 11.200 15.028 20.814
O: 10.401 15.061 21.977
C: 11.291 17.574 20.711
C: 13.452 16.126 21.052
C: 12.584 12.826 20.725
H: 9.341 13.550 19.804
H: 9.894 12.689 21.269
H: 10.120 11.964 19.601
H: 10.657 14.360 18.138
H: 11.673 12.939 17.977
H: 12.872 15.083 17.185
H: 13.595 14.632 18.654
H: 11.319 16.409 18.241
H: 12.937 16.998 18.428
H: 10.243 17.482 20.423
H: 11.789 18.494 20.408
H: 11.145 17.759 21.775
H: 14.073 16.968 20.746
H: 13.963 15.168 20.955
H: 13.368 16.275 22.128
H: 13.554 13.084 20.301
H: 12.373 11.756 20.728
H: 12.659 13.048 21.790
C: 25.987 21.745 19.351
C: 25.901 20.475 20.297
C: 24.569 20.545 21.125
C: 24.034 19.216 21.642
C: 23.941 18.196 20.535
C: 25.240 17.889 19.841
N: 25.946 19.247 19.380
O: 27.111 18.991 18.781
C: 24.998 17.056 18.549
C: 26.137 17.084 20.793
C: 26.982 20.356 21.337
H: 25.600 22.578 19.938
H: 25.478 21.647 18.392
H: 27.016 22.043 19.154
H: 23.747 20.971 20.550
H: 24.678 21.350 21.852
H: 23.046 19.428 22.052
H: 24.639 18.769 22.430
H: 23.321 18.594 19.731
H: 23.479 17.279 20.899
H: 25.984 16.824 18.146
H: 24.458 17.478 17.701
H: 24.472 16.159 18.874
H: 27.075 17.031 20.241
H: 25.811 16.047 20.876
H: 26.282 17.503 21.789
H: 26.998 21.166 22.066
H: 28.022 20.470 21.030
H: 27.036 19.467 21.965
C: 20.026 22.182 13.683
C: 19.857 23.054 12.488
C: 19.943 24.571 12.870
C: 21.309 25.330 12.865
C: 22.179 24.867 11.651
C: 22.331 23.336 11.524
N: 20.974 22.740 11.420
O: 20.847 21.434 10.948
C: 23.221 22.821 12.675
C: 23.063 23.103 10.175
C: 18.445 22.805 11.900
H: 20.301 21.170 13.385
H: 19.137 22.144 14.312
H: 20.802 22.523 14.368
H: 19.568 24.699 13.885
H: 19.255 25.052 12.175
H: 21.887 25.102 13.761
H: 21.172 26.411 12.878
H: 23.136 25.361 11.819
H: 21.845 25.261 10.692
H: 23.253 21.731 12.669
H: 22.689 23.143 13.570
H: 24.246 23.156 12.832
H: 23.273 22.042 10.038
H: 23.994 23.669 10.134
H: 22.475 23.389 9.304
H: 18.228 23.216 10.914
H: 17.593 23.223 12.435
H: 18.270 21.739 11.755
C: 21.142 25.624 24.853
C: 20.764 24.771 23.571
C: 21.858 23.610 23.258
C: 21.432 22.493 22.329
C: 20.132 21.919 22.899
C: 18.950 22.943 23.020
N: 19.435 24.070 23.851
O: 18.569 24.560 24.815
C: 17.852 22.198 23.788
C: 18.475 23.411 21.634
C: 20.798 25.752 22.368
H: 21.247 24.923 25.681
H: 20.399 26.395 25.057
H: 22.089 26.165 24.858
H: 22.216 23.222 24.212
H: 22.662 24.183 22.795
H: 22.203 21.726 22.248
H: 21.340 22.788 21.283
H: 20.408 21.517 23.874
H: 19.805 21.031 22.359
H: 17.438 21.293 23.344
H: 17.058 22.937 23.896
H: 18.178 21.930 24.794
H: 17.758 22.661 21.301
H: 19.269 23.311 20.893
H: 17.998 24.389 21.682
H: 21.740 26.260 22.159
H: 20.070 26.550 22.513
H: 20.523 25.315 21.408
C: 19.327 18.527 24.215
C: 18.491 17.698 25.185
C: 17.838 18.669 26.144
C: 16.821 18.094 27.116
C: 15.718 17.351 26.289
C: 16.224 16.245 25.248
N: 17.411 16.891 24.472
O: 17.776 16.184 23.320
C: 14.997 15.864 24.264
C: 16.593 14.974 26.010
C: 19.473 16.777 25.972
H: 19.974 17.929 23.573
H: 19.958 19.287 24.676
H: 18.722 19.123 23.532
H: 17.279 19.413 25.577
H: 18.605 19.283 26.617
H: 16.341 18.889 27.686
H: 17.264 17.493 27.911
H: 15.099 18.040 25.715
H: 15.091 16.818 27.004
H: 14.124 15.459 24.774
H: 15.338 15.129 23.534
H: 14.781 16.855 23.864
H: 15.701 14.399 26.260
H: 16.899 15.378 26.976
H: 17.318 14.455 25.384
H: 20.361 17.367 26.200
H: 19.842 15.946 25.371
H: 19.021 16.466 26.913
C: 15.053 23.192 19.725
C: 13.859 23.887 20.325
C: 12.798 22.831 20.389
C: 11.615 23.088 21.341
C: 12.123 23.322 22.757
C: 13.187 24.423 22.914
N: 14.248 24.163 21.765
O: 15.596 24.632 21.996
C: 13.845 24.322 24.249
C: 12.552 25.837 22.739
C: 13.376 25.164 19.587
H: 14.936 22.850 18.696
H: 15.289 22.312 20.323
H: 15.926 23.846 19.705
H: 13.145 21.937 20.907
H: 12.621 22.517 19.360
H: 10.856 22.305 21.358
H: 11.128 23.910 20.816
H: 12.463 22.359 23.139
H: 11.258 23.570 23.372
H: 14.615 25.089 24.325
H: 14.453 23.436 24.432
H: 13.166 24.520 25.078
H: 13.388 26.536 22.749
H: 11.947 26.147 23.590
H: 11.954 25.863 21.827
H: 13.536 25.229 18.511
H: 14.010 26.000 19.882
H: 12.309 25.350 19.706
C: 21.941 12.633 16.143
C: 21.626 12.657 17.718
C: 20.412 11.683 17.945
C: 20.797 10.176 17.876
C: 21.918 9.901 18.907
C: 23.260 10.800 18.794
N: 22.909 12.221 18.495
O: 24.019 13.119 18.475
C: 24.009 10.270 17.540
C: 24.086 10.685 20.069
C: 21.186 14.101 18.062
H: 21.868 11.620 15.748
H: 22.958 13.018 16.068
H: 21.406 13.324 15.491
H: 19.703 11.940 17.157
H: 19.795 11.949 18.803
H: 21.143 9.842 16.897
H: 19.955 9.521 18.099
H: 22.159 8.850 19.067
H: 21.506 10.199 19.871
H: 24.269 9.214 17.606
H: 24.937 10.834 17.442
H: 23.450 10.258 16.604
H: 23.532 11.090 20.916
H: 24.981 11.299 19.972
H: 24.391 9.669 20.319
H: 20.291 14.357 17.495
H: 21.939 14.868 17.877
H: 20.762 14.074 19.066
C: 16.517 12.756 17.813
F: 15.345 12.663 17.272
F: 16.736 11.641 18.516
F: 17.419 12.866 16.822
S: 16.763 14.306 18.950
O: 16.232 15.466 18.250
O: 16.090 14.118 20.261
O: 18.231 14.384 19.059
C: 23.077 20.424 16.684
F: 22.666 19.251 17.168
F: 22.017 20.996 16.027
F: 23.285 21.257 17.657
S: 24.567 20.213 15.542
O: 24.162 19.287 14.460
O: 25.061 21.494 15.053
O: 25.560 19.666 16.416
C: 13.093 19.704 23.874
F: 13.192 20.512 24.932
F: 13.059 18.404 24.219
F: 11.983 19.932 23.221
S: 14.624 20.057 22.677
O: 14.239 19.499 21.358
O: 14.827 21.499 22.587
O: 15.740 19.321 23.291
C: 17.433 24.912 16.958
F: 16.336 24.780 17.662
F: 17.331 24.214 15.779
F: 17.587 26.187 16.723
S: 19.031 24.189 17.957
O: 19.461 25.117 19.000
O: 18.603 22.859 18.481
O: 20.055 24.071 16.898
C: 21.336 15.234 22.651
F: 20.863 15.940 21.631
F: 21.963 15.988 23.528
F: 20.359 14.525 23.240
S: 22.597 13.953 21.844
O: 23.637 14.707 21.167
O: 23.119 13.178 22.979
O: 21.799 13.173 20.985
C: 20.515 16.032 12.615
F: 19.231 15.888 12.589
F: 20.920 15.373 13.691
F: 21.048 15.346 11.601
S: 21.232 17.889 12.467
O: 20.793 18.368 11.151
O: 20.689 18.667 13.588
O: 22.666 17.745 12.637

E_LUMO: -0.294 Eh
Net charge: +2

---

C3H14NO3 | ωB97M-V with the def2-TZVPD basis set

Positions of all 21 atoms, in Å:
C: -1.135 1.233 0.282
C: 0.298 1.008 0.031
C: 1.293 1.801 -0.309
N: 0.736 -0.409 0.340
H: -1.532 0.957 1.259
H: -1.443 2.283 0.359
H: -1.703 0.835 -0.560
H: 2.309 1.480 -0.500
H: 1.164 2.875 -0.347
H: 1.302 -0.777 -0.420
H: -0.056 -1.045 0.448
H: 1.164 -0.473 1.246
H: 1.831 0.340 -5.175
H: 1.528 -1.079 -4.844
O: 1.617 -0.219 -4.419
H: 1.201 -2.652 2.898
H: 1.133 -3.336 1.511
O: 1.458 -2.558 1.977
H: -4.389 0.255 2.044
H: -3.199 -0.436 2.497
O: -3.578 -0.083 1.682

E_LUMO: -0.118 Eh
Net charge: +1

---

C14H47N13O10 | ωB97M-V with the def2-TZVPD basis set

Positions of all 84 atoms, in Å:
C: -0.155 5.901 -4.906
O: 0.272 5.639 -3.568
C: 0.357 4.300 -3.093
C: 1.276 3.327 -3.901
N: 1.905 2.231 -3.151
C: 0.898 1.477 -2.398
C: 1.501 0.323 -1.671
O: 1.664 -0.737 -2.549
C: 2.216 -1.856 -1.868
H: 0.735 6.389 -5.302
H: -1.054 6.506 -4.789
H: -0.365 5.003 -5.486
H: -0.607 3.844 -3.320
H: 0.434 4.252 -2.007
H: 1.982 3.891 -4.510
H: 0.699 2.842 -4.689
H: 2.606 1.678 -3.623
H: 0.097 1.161 -3.066
H: 0.385 2.035 -1.614
H: 0.810 -0.037 -0.909
H: 2.402 0.668 -1.164
H: 2.990 -1.666 -1.124
H: 2.612 -2.672 -2.472
H: 1.462 -2.284 -1.208
C: 0.592 3.807 1.998
O: 1.697 3.417 2.400
N: -0.205 4.554 2.719
N: 0.124 3.493 0.812
H: -1.020 4.878 2.218
H: 0.082 4.686 3.678
H: 0.724 3.090 0.106
H: -0.845 3.687 0.606
C: -1.148 -3.745 -1.074
O: -1.808 -3.930 -0.052
N: -1.169 -2.669 -1.818
N: -0.270 -4.592 -1.467
H: -1.693 -1.817 -1.678
H: -0.365 -2.653 -2.429
H: 0.268 -4.522 -2.318
H: -0.091 -5.313 -0.782
C: 3.441 -0.069 2.139
O: 2.557 -0.180 1.275
N: 3.860 1.062 2.602
N: 4.296 -0.949 2.591
H: 4.616 0.977 3.267
H: 3.595 1.924 2.148
H: 4.172 -1.885 2.234
H: 4.925 -0.798 3.367
C: -4.555 -1.880 -0.963
O: -4.865 -2.581 -1.897
N: -4.149 -0.667 -1.094
N: -4.669 -2.108 0.317
H: -4.040 -0.296 -2.026
H: -4.414 -0.083 -0.313
H: -4.989 -3.025 0.596
H: -4.356 -1.478 1.041
C: -1.346 -0.301 1.797
O: -2.521 -0.230 1.772
N: -0.693 -1.355 1.787
N: -0.586 0.685 1.893
H: -1.235 -2.193 1.635
H: 0.285 -1.184 1.974
H: -1.042 1.545 2.165
H: 0.367 0.671 1.558
C: 3.532 -4.503 1.467
O: 4.043 -3.954 2.355
N: 2.352 -4.102 1.074
N: 4.128 -5.525 0.947
H: 2.060 -4.622 0.260
H: 1.944 -3.442 1.720
H: 4.992 -5.895 1.319
H: 3.512 -6.118 0.409
C: -3.161 3.512 2.514
O: -2.502 3.794 1.230
H: -3.394 4.430 3.053
H: -4.155 3.081 2.400
H: -2.510 2.840 3.072
H: -3.111 4.107 0.557
C: -2.906 -3.736 3.089
O: -2.070 -4.727 2.636
H: -2.384 -2.783 3.175
H: -3.830 -3.588 2.529
H: -3.190 -4.038 4.097
H: -2.004 -4.915 1.697

2S+1: 2
E_LUMO (spin up / spin down): 0.065 / 0.064 Eh
Net charge: -1
⟨S²⟩: 0.75

---

C2H8N3 | ωB97M-V with the def2-TZVPD basis set

Positions of all 13 atoms, in Å:
C: 1.296 -2.363 0.686
N: 1.065 -1.123 0.755
H: 0.858 -2.982 -0.095
H: 1.932 -2.874 1.412
H: 1.265 -0.712 1.663
H: -0.953 1.163 1.220
N: 0.166 0.868 -1.152
C: -0.990 1.338 -0.808
N: -1.551 1.200 0.407
H: 0.737 0.386 -0.429
H: 0.406 0.696 -2.116
H: -1.442 2.129 -1.398
H: -2.403 1.746 0.467

E_LUMO: -0.147 Eh
Net charge: +1